1.
ORCA calculation (the ωB97M-V functional and the def2-TZVPD basis) on 7 unconnected molecules or ions with the total composition C50H112N6O9 in a non-equilibrium geometry.

Structure (XYZ):
```
177
C50H112N6O9 | the Open Molecules 2025 dataset | the ωB97M-V functional and the def2-TZVPD basis
C 5.7252 -0.0514 2.1342
C 6.3425 -1.2301 1.3271
O 7.6776 -0.7689 0.9411
H 6.4049 0.5664 2.7209
H 5.0280 -0.4494 2.8715
H 5.1684 0.5894 1.4505
H 5.9119 -1.5121 0.3663
H 6.3589 -2.1288 1.9438
H 7.7653 -0.5362 0.0139
C -7.1339 -0.6998 1.5282
C -7.8906 0.6145 1.5650
C -7.3206 1.4812 2.8125
C -6.1722 2.3428 2.4476
C -6.4362 3.1149 1.1699
C -6.8022 2.2839 -0.0777
N -7.8904 1.4195 0.2329
O -8.4538 0.6897 -0.8243
C -7.2380 3.3282 -1.1416
C -5.4780 1.5718 -0.6684
C -9.4597 0.2822 1.8709
H -6.1339 -0.5186 1.1343
H -7.7245 -1.4297 0.9746
H -7.0957 -1.1212 2.5327
H -8.1543 2.0307 3.2498
H -6.9288 0.8065 3.5737
H -5.2243 1.8071 2.3972
H -6.0075 3.0412 3.2682
H -5.6794 3.8254 0.8373
H -7.2673 3.8004 1.3355
H -8.0262 4.0346 -0.8811
H -6.4705 4.0689 -1.3659
H -7.4957 2.8623 -2.0927
H -5.5951 1.2196 -1.6933
H -4.7445 2.3563 -0.8543
H -4.9772 0.8119 -0.0684
H -9.7585 -0.5341 1.2133
H -10.1481 1.0839 1.6037
H -9.5111 0.0080 2.9246
H -9.2819 1.1725 -0.8767
C -4.1179 -1.0884 -2.9295
C -4.3126 -2.5694 -3.2826
C -5.7915 -2.8288 -3.7926
C -5.9539 -2.4816 -5.2171
C -4.9180 -3.2009 -6.1262
C -3.4765 -2.9574 -5.6988
N -3.3307 -3.0597 -4.2427
O -1.9437 -2.8801 -3.8797
C -2.5566 -4.0837 -6.3508
C -3.1205 -1.5219 -6.2868
C -4.0849 -3.3848 -1.9884
H -4.8692 -0.7345 -2.2235
H -4.0360 -0.4320 -3.7958
H -3.1570 -0.9959 -2.4233
H -6.1601 -3.8273 -3.5577
H -6.4176 -2.1595 -3.2026
H -5.8822 -1.3940 -5.2090
H -6.9874 -2.7275 -5.4609
H -5.1328 -2.7136 -7.0772
H -5.0982 -4.2439 -6.3866
H -2.5633 -4.2494 -7.4281
H -1.5032 -3.8707 -6.1689
H -2.7897 -5.0399 -5.8824
H -2.0874 -1.3000 -6.0193
H -3.4201 -1.3462 -7.3200
H -3.6873 -0.7150 -5.8225
H -4.9374 -3.3656 -1.3096
H -3.1862 -3.0139 -1.4955
H -3.8965 -4.4269 -2.2465
H -1.6154 -3.7536 -3.6544
C -0.4353 5.5713 0.8851
C 0.2742 6.5673 -0.0796
C -0.2227 7.9903 0.1369
C 0.4414 8.9195 1.1610
C 1.9760 8.6490 1.3259
C 2.4264 7.2198 1.2076
N 1.7259 6.5578 0.1146
O 2.2973 5.2713 -0.1083
C 4.0367 7.2963 1.2149
C 2.1037 6.5045 2.5689
C 0.1826 6.1977 -1.6227
H 0.1969 4.7390 1.1944
H -1.3290 5.2083 0.3775
H -0.7383 6.0637 1.8091
H -0.2032 8.5217 -0.8145
H -1.2447 8.0239 0.5144
H -0.0624 8.9311 2.1275
H 0.2347 9.9465 0.8597
H 2.2651 8.9080 2.3444
H 2.4681 9.2821 0.5874
H 4.2826 7.8431 0.3046
H 4.4399 7.8907 2.0348
H 4.4369 6.2841 1.2718
H 1.0687 6.6297 2.8870
H 2.3348 5.4447 2.4611
H 2.6653 6.6281 3.4948
H -0.8131 6.4944 -1.9524
H 0.2627 5.1366 -1.8586
H 0.7154 6.9153 -2.2466
H 2.3775 5.1257 -1.0538
C 4.4767 -8.9039 -0.1979
C 3.7246 -7.4636 -0.2701
C 4.6383 -6.3754 0.1869
C 5.7084 -5.9471 -0.7404
C 5.0974 -5.6693 -2.1929
C 4.2718 -6.8170 -2.7314
N 3.2926 -7.1526 -1.6279
O 2.2173 -8.0771 -2.0438
C 3.6500 -6.2360 -4.0421
C 5.1582 -8.0392 -3.2169
C 2.4238 -7.5951 0.6853
H 5.5427 -8.8245 -0.4108
H 4.3206 -9.4448 0.7355
H 4.1447 -9.5484 -1.0118
H 4.0395 -5.5449 0.5608
H 5.2386 -6.6961 1.0384
H 6.2537 -5.1079 -0.3085
H 6.4982 -6.6788 -0.9104
H 5.9657 -5.4930 -2.8278
H 4.4591 -4.7869 -2.1476
H 3.0237 -5.3795 -3.7925
H 3.0871 -6.9553 -4.6371
H 4.4539 -5.8064 -4.6398
H 5.7145 -7.7437 -4.1064
H 4.5510 -8.8999 -3.4972
H 5.9856 -8.2140 -2.5292
H 1.8254 -8.4642 0.4118
H 2.4416 -7.8159 1.7526
H 1.8083 -6.7060 0.5486
H 1.4581 -7.5436 -1.7977
C 1.2253 2.1389 2.2993
O 2.2117 1.7619 3.2634
C 2.4688 2.7426 4.3174
C 3.2124 2.0305 5.5161
N 4.5810 1.9799 5.2618
C 5.3443 3.2611 5.3011
C 6.8982 3.2092 5.6048
O 7.5112 2.2889 4.6858
C 8.8597 1.9891 4.9679
H 1.5237 2.9118 1.5910
H 0.3806 2.6944 2.7069
H 0.8564 1.3000 1.7091
H 1.5754 3.2757 4.6424
H 3.0564 3.5207 3.8302
H 2.7464 1.0580 5.6749
H 3.0848 2.4838 6.4991
H 4.5811 1.6976 4.2920
H 4.9238 3.9177 6.0629
H 5.2945 3.9221 4.4359
H 7.1371 3.1843 6.6680
H 7.3728 4.1480 5.3192
H 8.7397 1.0856 5.5658
H 9.4474 2.7575 5.4702
H 9.4025 1.7037 4.0668
C 1.5775 -2.0592 3.1329
O 1.4593 -3.0419 1.9843
C 2.1746 -2.5409 0.8129
C 1.4712 -1.3329 0.1202
N 0.1394 -1.7323 -0.2711
C -0.9944 -0.8420 -0.4035
C -0.7023 0.2994 -1.4022
O -1.7492 1.1672 -1.5438
C -2.0076 2.0114 -0.3655
H 2.5692 -1.8661 3.5421
H 0.9832 -2.4600 3.9540
H 1.0523 -1.1476 2.8480
H 2.3629 -3.2352 -0.0060
H 3.1293 -2.1352 1.1478
H 2.0643 -0.9872 -0.7264
H 1.4951 -0.5617 0.8901
H -0.1254 -2.6918 -0.0994
H -1.2643 -0.4365 0.5716
H -1.8705 -1.3792 -0.7668
H -0.5043 -0.1656 -2.3679
H 0.2630 0.7684 -1.2118
H -1.1409 2.6197 -0.1070
H -2.4593 1.3368 0.3619
H -2.8425 2.6513 -0.6509
```

Computed properties:
total energy	-81020.004	eV
Kohn-Sham gap (alpha / beta)	0.04836 / 0.29921	Ha
highest occupied orbital energy (alpha / beta)	0.70 / -6.03	eV
charge	-1
2S+1	2

These are the Löwdin partial charges, in e, on atoms 1 to 6: C -0.0863; C -0.2785; O -0.1267; H 0.0609; H 0.0519; H 0.0650

=====

2.
ORCA calculation (the ωB97M-V functional and the def2-TZVPD basis) on 11 unconnected molecules or ions with the total composition C50H118N4O18 in a non-equilibrium geometry.

Structure (XYZ):
```
190
C50H118N4O18 | the Open Molecules 2025 dataset | the ωB97M-V functional and the def2-TZVPD basis
C 2.3375 4.7605 -6.0154
C 3.3503 3.5625 -6.3118
C 3.5606 2.9591 -4.9297
C 2.4494 2.1112 -4.3849
C 2.2021 0.8961 -5.2937
C 1.9175 1.5100 -6.8221
N 2.9809 2.4946 -7.2785
O 2.8155 2.9603 -8.5554
C 1.9160 0.2202 -7.7583
C 0.4949 2.1585 -6.8126
C 4.7223 4.1210 -6.5611
H 1.7876 5.0403 -6.9140
H 2.7355 5.7310 -5.7189
H 1.6325 4.4661 -5.2381
H 4.4002 2.2705 -5.0240
H 4.0247 3.6046 -4.1840
H 1.5044 2.6090 -4.1672
H 2.7368 1.8760 -3.3601
H 1.5045 0.1658 -4.8836
H 3.0890 0.2638 -5.3331
H 1.2806 -0.5939 -7.4094
H 1.4018 0.5035 -8.6767
H 2.9004 -0.2106 -7.9407
H -0.3188 1.5809 -6.3741
H 0.4862 3.0853 -6.2388
H 0.1948 2.6207 -7.7530
H 4.6302 4.7850 -7.4205
H 5.3648 3.2989 -6.8768
H 5.1151 4.7429 -5.7567
H 3.6797 2.7287 -8.9033
C 4.0230 0.2590 -1.4624
C 5.0562 -0.3451 -0.5913
C 6.4195 0.2771 -1.0005
C 7.6318 0.1545 0.1160
C 7.0912 0.6453 1.5035
C 5.8461 -0.1366 1.9174
N 4.7916 -0.0984 0.8750
O 3.5574 -0.5778 1.3107
C 6.2042 -1.6236 2.3613
C 5.2714 0.6540 3.1501
C 5.0347 -1.7668 -0.9227
H 4.3185 0.2744 -2.5114
H 3.8709 1.3126 -1.2280
H 3.0457 -0.2229 -1.4336
H 6.8441 -0.0582 -1.9467
H 6.3382 1.3556 -1.1362
H 8.3977 0.9147 -0.0368
H 8.1044 -0.8211 0.2298
H 7.0244 1.7320 1.4512
H 7.8948 0.4691 2.2185
H 6.9511 -2.1321 1.7516
H 6.8462 -1.5403 3.2382
H 5.3427 -2.1703 2.7447
H 6.0201 0.9254 3.8943
H 4.8773 1.6606 3.0103
H 4.5221 0.0404 3.6503
H 5.9115 -2.2040 -0.4449
H 5.2873 -1.9400 -1.9688
H 4.1054 -2.3294 -0.8332
H 3.6442 -1.5197 1.4748
C -6.9048 -2.9417 4.5716
C -5.6974 -3.7014 4.0841
C -6.1516 -5.0985 3.5298
C -6.8629 -4.9137 2.1615
C -5.8904 -4.0877 1.1618
C -5.4057 -2.6844 1.6954
N -4.9173 -2.9039 3.1055
O -4.4086 -1.6758 3.6125
C -4.2073 -2.2167 0.8997
C -6.4904 -1.6416 1.5732
C -4.7996 -4.0019 5.3292
H -7.5288 -2.8722 3.6806
H -6.7755 -1.8707 4.7276
H -7.4782 -3.3767 5.3902
H -5.2245 -5.6174 3.2860
H -6.7671 -5.6521 4.2388
H -7.8787 -4.5476 2.3110
H -7.0994 -5.8783 1.7124
H -6.5170 -3.8684 0.2972
H -4.9786 -4.5984 0.8522
H -3.9508 -1.1621 0.9997
H -3.3183 -2.6797 1.3280
H -4.1456 -2.3376 -0.1818
H -6.4945 -1.1088 0.6223
H -7.4889 -2.0521 1.7236
H -6.3703 -0.8274 2.2878
H -3.8334 -4.2426 4.8859
H -5.1993 -4.7916 5.9655
H -4.5316 -3.1047 5.8871
H -5.2766 -1.2946 3.7635
C 1.1919 -2.0822 3.2927
C -0.0190 -2.6819 3.9124
C 0.4996 -3.6344 5.0039
C 1.0640 -2.9328 6.2907
C 0.1188 -2.0516 6.8543
C -0.4225 -0.8743 5.9090
N -0.7571 -1.5330 4.6038
O -1.5061 -0.7084 3.6804
C -1.7072 -0.4446 6.6889
C 0.6112 0.2456 5.8562
C -0.8282 -3.4569 2.7992
H 2.0517 -1.6954 3.8397
H 0.8934 -1.3224 2.5704
H 1.6929 -2.8610 2.7177
H -0.2539 -4.3511 5.3305
H 1.1334 -4.3507 4.4812
H 2.0234 -2.4491 6.1071
H 1.2941 -3.7373 6.9893
H 0.7658 -1.4997 7.5361
H -0.6737 -2.5211 7.4371
H -1.5687 -0.1992 7.7418
H -1.9861 0.4141 6.0782
H -2.6053 -1.0619 6.6659
H 0.8886 0.7567 6.7781
H 1.5130 -0.2577 5.5077
H 0.4230 1.0140 5.1064
H -0.2739 -4.2024 2.2290
H -1.4370 -2.8244 2.1532
H -1.6041 -4.0998 3.2148
H -2.3746 -1.0360 3.9254
C -0.1852 -4.1995 -0.6512
C 1.2437 -4.1867 -1.2240
O 1.3787 -3.3463 -2.2865
O -1.1529 -4.8090 -1.5365
H -0.5829 -3.2209 -0.3824
H -0.3009 -4.9164 0.1617
H 1.3961 -5.2161 -1.5483
H 2.0739 -3.9800 -0.5486
H 1.1824 -2.4355 -2.0551
H -1.0006 -4.4808 -2.4257
C -3.8206 -0.9997 -4.2521
C -3.9351 -2.4664 -3.8229
O -5.1319 -2.9102 -4.4920
O -5.0239 -0.2305 -4.4888
H -3.4454 -0.9519 -5.2744
H -3.2318 -0.4353 -3.5290
H -4.0849 -2.6844 -2.7655
H -3.1251 -3.1414 -4.0991
H -5.6851 -2.1784 -4.7747
H -4.7214 0.4476 -5.0973
C 0.5920 5.8852 -0.4553
C 1.3221 4.7859 -1.2129
O 2.7481 4.8173 -1.0214
O -0.8079 5.5711 -0.4841
H 0.7865 6.8573 -0.9084
H 0.9532 6.0145 0.5649
H 1.0587 4.7652 -2.2704
H 0.9212 3.8315 -0.8716
H 2.8396 4.2793 -0.2316
H -1.2048 5.7010 -1.3485
C 1.6171 2.1832 2.1265
C 0.7542 3.3207 2.5014
O 1.2562 4.2037 3.5135
O 2.3716 2.4831 0.9837
H 1.2072 1.2069 1.8674
H 2.4104 2.0163 2.8551
H -0.1821 2.8981 2.8657
H 0.4504 3.8090 1.5755
H 0.4822 4.7166 3.7573
H 2.9809 1.7453 0.9052
C -2.0738 3.5907 -2.9561
C -2.0224 2.5608 -4.1400
O -3.1887 2.3679 -4.9393
O -1.8578 4.9151 -3.4586
H -1.4177 3.1338 -2.2152
H -2.9857 3.5076 -2.3649
H -1.8923 1.5531 -3.7456
H -1.1193 2.7739 -4.7118
H -3.5327 3.2380 -5.1540
H -2.6704 5.2525 -3.8428
C -0.8493 0.5874 -0.1684
C 0.4517 -0.0296 -0.8389
O 0.0577 -1.1149 -1.7129
O -1.9026 0.9508 -1.0021
H -0.4672 1.5289 0.2261
H -1.2155 -0.0114 0.6655
H 1.2721 -0.3989 -0.2236
H 0.7991 0.7945 -1.4621
H -0.7853 -0.8562 -2.0923
H -2.1124 1.7663 -0.5410
C -2.9272 3.2935 1.4592
C -3.0656 1.8387 2.0647
O -3.7724 1.8440 3.2968
O -2.3266 3.3121 0.1490
H -2.4574 3.9395 2.2007
H -3.9133 3.7265 1.2912
H -2.0969 1.3920 2.2887
H -3.6856 1.4497 1.2570
H -3.6398 0.9569 3.6388
H -1.7310 4.0646 0.1255
```

Computed properties:
total energy	-96557.496	eV
Kohn-Sham gap (alpha / beta)	0.27944 / 0.11863	Ha
highest occupied orbital energy (alpha / beta)	-9.64 / -9.64	eV
charge	+1
2S+1	2

These are the Löwdin partial charges, in e, on atoms 1 to 6: C -0.0146; C -0.4841; C -0.1838; C -0.2113; C -0.0901; C -0.3674

=====

Question: Among the records above, which one has the lowest charge?
Answer: C50H112N6O9

=====

Question: Which of these has the lowest charge?
Answer: C50H112N6O9

=====

Question: Number 1 is which compound?
Answer: C50H112N6O9

=====

Question: Among the records above, which one has the highest total energy?
Answer: C50H112N6O9